(1)
Computed, not measured: C14H19ClOV as an isolated structure in a non-equilibrium geometry, with ωB97M-V/def2-TZVPD.

- ⟨S²⟩ = 3.762
- lowest unoccupied orbital energy (alpha / beta) (eV) = 5.079 / 5.003
- spin multiplicity = 4
- frontier orbital gap (alpha / beta) (Eh) = 0.16657 / 0.16457
- HOMO (alpha / beta) (eV) = 0.546 / 0.524
- total charge = -2

CARTESIAN COORDINATES (ANGSTROEM)
C -0.00521 2.54021 -1.84871
C -0.68317 1.29195 -2.13962
C 0.27585 0.21117 -2.02340
H -1.74131 1.14863 -2.41066
C 1.56383 0.81220 -1.81251
C 1.39806 2.25314 -1.68609
H 2.19708 3.02047 -1.65972
H -0.48329 3.53998 -1.88018
H 0.07717 -0.85725 -2.15590
H 2.48826 0.23195 -1.81315
V 0.20534 1.45432 -0.09264
Cl -1.81640 1.51526 1.15819
C -0.70156 -2.50601 1.81590
C 0.49613 -2.74013 1.06098
C 0.14334 -2.80919 -0.31954
H 1.50618 -2.74508 1.42924
C -1.27845 -2.56365 -0.42176
C -1.78789 -2.38803 0.90671
H -2.81018 -2.12698 1.14741
H -0.76889 -2.42273 2.88042
H 0.81466 -2.88261 -1.18428
H -1.81605 -2.42008 -1.38611
C 3.53112 1.59599 1.45255
C 2.26390 0.80873 1.96658
C 2.65090 -0.29064 3.01073
C 1.30758 1.72957 2.73526
O 1.51500 0.29714 0.86799
H 4.08441 2.07385 2.29886
H 3.21902 2.41583 0.78171
H 4.25167 0.92255 0.95054
H 3.17090 0.16669 3.86822
H 1.74412 -0.76977 3.38704
H 3.32902 -1.07438 2.62643
H 0.93957 2.61174 2.16224
H 0.43268 1.18362 3.11146
H 1.92793 2.07421 3.56696



(2)
Computed, not measured: C32H28AsBr2N2O10PSV as an isolated structure, with ωB97M-V/def2-TZVPD.

- ⟨S²⟩ = 3.813
- lowest unoccupied orbital energy (alpha / beta) (eV) = 3.760 / 3.759
- spin multiplicity = 4
- frontier orbital gap (alpha / beta) (Eh) = 0.14826 / 0.22757
- HOMO (alpha / beta) (eV) = -0.274 / -2.434
- total charge = -2

CARTESIAN COORDINATES (ANGSTROEM)
V 0.49841 -0.25460 -1.46041
Br -4.63020 -4.30015 -5.08190
C -3.15044 -3.23061 -4.49303
C -1.94517 -3.29770 -5.18207
C -0.88452 -2.53112 -4.73500
C -0.97184 -1.70053 -3.60046
O 0.08965 -1.06606 -3.20706
C -2.24357 -1.60400 -2.94230
C -2.49489 -0.69269 -1.88831
N -1.58476 0.19027 -1.43377
C -1.98247 1.24182 -0.68021
C -3.25082 1.50328 -0.13710
C -3.49290 2.69418 0.55199
C -2.54635 3.68341 0.70442
C -1.25621 3.47384 0.14570
C -0.20964 4.41453 0.18234
C 1.00867 4.11571 -0.37618
C 1.19929 2.85744 -0.96093
N 0.23945 1.95187 -0.99808
C -0.97458 2.24427 -0.48485
C -3.30897 -2.40592 -3.40610
H -1.83783 -3.94766 -6.04067
H 0.07926 -2.58553 -5.22579
H -3.50899 -0.65052 -1.50527
H -4.04576 0.77602 -0.21659
H -4.48259 2.84491 0.97368
H -2.76869 4.61412 1.21340
H -0.37966 5.37487 0.65994
H 1.82813 4.82210 -0.37158
H 2.13125 2.58958 -1.43600
H -4.26489 -2.35027 -2.89756
O 4.09102 2.03354 -3.03580
As 3.65189 0.45471 -2.23039
O 4.53402 -0.69494 -2.97029
O 1.98341 0.57050 -2.50803
C 4.37237 1.08317 -0.54159
C 5.68388 1.54870 -0.63216
C 6.33240 2.09589 0.46174
C 5.66848 2.18321 1.67894
C 4.37960 1.70080 1.79586
C 3.72152 1.14450 0.69314
S 2.41829 -1.15459 0.79231
O 2.47483 0.65459 0.89119
O 3.61301 -1.55441 1.52873
O 2.62157 -1.25112 -0.68474
H 3.81802 1.94815 -3.95871
H 6.18883 1.48537 -1.58673
H 7.35064 2.45345 0.36390
H 6.16707 2.61011 2.54263
H 3.85494 1.71718 2.74297
Br -2.65866 -3.17201 4.16878
C -2.71797 -3.54141 2.29323
C -3.78181 -4.28498 1.81313
C -3.80886 -4.60485 0.46264
C -2.77272 -4.21161 -0.36793
C -1.72252 -3.44844 0.13279
C -1.70025 -3.08454 1.47399
C -0.58710 -3.08189 -0.80926
O -0.28096 -3.89156 -1.66640
O -0.06162 -1.93078 -0.59478
H -4.56639 -4.61077 2.48323
H -4.63704 -5.18123 0.06617
H -2.75194 -4.48785 -1.41516
H -0.90242 -2.45385 1.84254
C 0.66852 2.36467 2.89579
P -0.17966 0.77028 2.96333
C 0.89005 -0.27535 3.97977
C -1.64684 1.09070 3.97562
O -0.52830 0.20288 1.64104
H 1.04834 2.65284 3.87944
H -0.02940 3.12051 2.53809
H 1.49193 2.27909 2.18827
H 1.08267 0.20264 4.94406
H 1.83390 -0.45217 3.46534
H 0.39973 -1.23292 4.14912
H -1.39781 1.55748 4.93125
H -2.16869 0.14934 4.15282
H -2.29830 1.75211 3.39986



(3)
Computed, not measured: C8H6F2NPtSe2Te2 as an isolated structure in a non-equilibrium geometry, with ωB97M-V/def2-TZVPD.

- lowest unoccupied orbital energy (eV) = 1.922
- frontier orbital gap (Eh) = 0.17175
- HOMO (eV) = -2.752
- total charge = -1

CARTESIAN COORDINATES (ANGSTROEM)
Pt 0.28451 -2.88445 0.68233
Se 1.62269 -4.97609 -0.63200
Te 3.09616 -3.63389 0.83259
Te 1.64012 -2.44084 2.95026
Se -0.34098 -3.93869 3.04492
N 0.95688 -1.18412 -0.40797
C 0.60573 -0.08787 -0.39959
C 0.27360 1.28604 -0.39867
C 0.03002 1.96893 -1.59614
C -0.23734 3.32315 -1.57550
C -0.27346 4.01540 -0.37146
C -0.05434 3.33661 0.82078
C 0.21912 1.98342 0.81431
H 0.05900 1.42001 -2.52787
H -0.41756 3.85057 -2.50329
H -0.46614 5.08007 -0.36110
H -0.09771 3.86887 1.76201
H 0.39061 1.44660 1.73878
F -2.28442 -1.97653 -0.18323
C -1.46288 -3.09367 -0.33578
F -2.22587 -4.16429 0.06331
H -1.31770 -3.19924 -1.41669



(4)
Computed, not measured: a 8-piece molecular cluster, C29H77N6O11S overall in a non-equilibrium geometry, with ωB97M-V/def2-TZVPD.

- lowest unoccupied orbital energy (eV) = 2.099
- frontier orbital gap (Eh) = 0.26294
- HOMO (eV) = -5.056
- total charge = -1

CARTESIAN COORDINATES (ANGSTROEM)
O 13.39360 5.46748 12.46938
H 14.09132 6.20076 12.57508
H 13.07721 5.41918 11.52706
H 13.85034 4.62878 12.62685
S 15.72965 7.60262 11.65570
O 14.93423 7.40001 12.88767
O 15.57193 9.00293 11.21319
O 17.13607 7.35766 11.96283
O 15.28572 6.63793 10.65325
C 11.26018 4.54183 8.44791
C 12.67483 5.08362 8.60200
C 13.14627 5.85182 7.37258
O 12.23877 6.97093 7.34597
C 12.60982 8.04557 6.49621
N 12.77132 5.88118 9.81787
H 11.21068 3.69121 7.76298
H 10.59724 5.30662 8.04389
H 10.88554 4.09342 9.36829
H 13.26703 4.19997 8.86069
H 13.00292 5.36735 6.40410
H 14.15890 6.24608 7.48269
H 13.35951 8.69046 6.96327
H 11.69878 8.61672 6.32850
H 13.07577 7.66490 5.58413
H 12.16078 6.63669 9.51270
H 13.70110 6.30378 9.89355
C 21.83829 6.39584 9.42596
C 20.59884 5.93746 10.18718
C 21.05986 5.45257 11.60061
O 20.00571 4.77602 12.23915
C 20.36592 4.04878 13.36655
N 19.74259 7.13529 10.26333
H 22.57818 5.59117 9.45862
H 22.20914 7.27168 9.95662
H 21.61523 6.66007 8.39308
H 20.07908 5.09663 9.72249
H 21.42691 6.24998 12.24979
H 21.77706 4.68776 11.28232
H 19.45973 3.77145 13.90766
H 20.87316 4.70635 14.08055
H 20.93264 3.13357 13.17222
H 19.21283 7.18078 11.12627
H 19.09116 7.07412 9.49320
C 12.24497 9.28236 9.98630
C 12.53195 10.75533 10.23122
C 11.26210 11.65832 10.30919
O 10.62164 11.70087 9.03281
C 11.23181 12.59895 8.09872
N 13.38492 10.85622 11.37203
H 13.13283 8.66606 9.83731
H 11.73149 9.11389 9.03681
H 11.65476 8.87865 10.81100
H 13.12378 11.16534 9.40191
H 11.62756 12.65362 10.57187
H 10.57722 11.24576 11.04956
H 10.50089 12.72743 7.29698
H 11.98342 11.99240 7.58710
H 11.58939 13.58476 8.39331
H 14.17966 10.22214 11.27751
H 13.75706 11.78861 11.49779
C 17.36554 8.94532 7.82395
C 17.25205 10.30792 8.57156
C 18.00172 11.46533 7.88583
O 17.76142 11.64682 6.50278
C 18.53979 12.71653 5.98468
N 15.92332 10.59105 9.02553
H 16.88876 9.17995 6.86681
H 16.87969 8.11774 8.33889
H 18.36905 8.64276 7.51865
H 17.80719 10.29735 9.51582
H 19.07611 11.29030 8.00216
H 17.66329 12.40395 8.33483
H 18.30172 12.79611 4.92374
H 19.59588 12.51828 6.17570
H 18.25016 13.69794 6.37238
H 15.30282 10.35491 8.25564
H 15.80594 9.86635 9.74370
C 11.38797 8.70802 14.16204
C 12.50033 9.07944 15.10023
C 12.86152 7.98226 16.08366
O 11.73982 7.71127 16.90854
C 12.12157 7.05147 18.09419
N 13.65614 9.49812 14.30999
H 11.15258 9.43765 13.38729
H 10.46416 8.40163 14.65846
H 11.77072 7.84265 13.60828
H 12.06423 9.92292 15.64617
H 13.70923 8.32690 16.68194
H 13.13103 7.04427 15.58633
H 11.27105 6.61264 18.61584
H 12.64542 7.70821 18.79294
H 12.76787 6.22099 17.79272
H 14.01374 8.70468 13.77038
H 13.22317 10.01248 13.54701
C 20.34318 9.06462 14.21010
C 19.86463 8.32382 15.41468
C 19.39511 9.39093 16.45602
C 18.75308 8.73886 17.71093
C 17.62269 7.79901 17.25439
C 17.88105 6.83398 16.05952
N 18.69521 7.53553 15.03539
O 18.88838 6.81301 13.83744
C 18.56846 5.56826 16.60804
C 16.53204 6.49662 15.53420
C 21.07814 7.55582 15.96525
H 19.52114 9.63072 13.76849
H 20.73930 8.44778 13.40515
H 21.09255 9.76272 14.58933
H 20.27424 9.94624 16.79209
H 18.69363 10.10597 16.02470
H 18.32767 9.49055 18.37638
H 19.56968 8.23557 18.23196
H 16.72240 8.37368 17.03314
H 17.38660 7.21125 18.14589
H 18.95345 4.87853 15.85690
H 19.29700 5.89178 17.35044
H 17.86675 4.92601 17.14894
H 16.01723 7.32878 15.04688
H 16.61797 5.78901 14.70445
H 15.80582 6.13843 16.26544
H 21.93739 8.18542 16.20245
H 21.38585 6.86196 15.17906
H 20.92360 6.93746 16.84942
H 18.10606 7.06333 13.30390